Entry 1:
Density functional theory data (ωB97M-V/def2-TZVPD) for a structure of composition C20H19CrN2O3 at a distorted geometry.

Results
Spin multiplicity: 4
Highest occupied orbital energy (alpha / beta) in eV: -13.1 / -14.5
Total charge: +2

Last column: Löwdin spin population.
Element x y z (Å)
O 4.0059 4.4826 0.8061  0.0137
C 3.8605 3.3547 0.8733  0.0010
Cr 3.6149 1.5005 0.9538  1.0547
C 2.1046 1.7105 2.0373  0.0061
O 1.1729 1.8274 2.6827  0.0172
C 4.6992 1.3200 2.4655  0.0010
O 5.3683 1.1875 3.3784  0.0146
C 5.0641 0.8852 -0.5233  0.0081
C 4.0129 1.5768 -1.1806  -0.0111
C 2.6700 1.1939 -0.9635  0.0278
C 2.3517 0.0911 -0.0963  0.0300
C 1.0222 -0.2434 0.1582  0.2294
C -0.1676 -0.3741 0.5286  0.0257
C -1.4055 -0.4073 1.0023  0.2737
C -2.3537 0.6402 0.8577  0.0244
C -3.6468 0.5035 1.3893  0.0759
C -4.5902 1.4840 1.2031  -0.0063
C -4.2706 2.6267 0.4905  0.1005
C -2.9958 2.7990 -0.0201  -0.0044
C -2.0449 1.8257 0.1675  0.0752
C 3.4318 -0.6047 0.5477  0.0243
C 4.7702 -0.2139 0.3252  -0.0114
H 6.1026 1.1625 -0.7131  0.0015
H 4.2442 2.3752 -1.8921  0.0014
H 1.8574 1.6956 -1.4938  0.0021
H -1.7050 -1.2857 1.5480  0.0109
H -3.8871 -0.3782 1.9570  0.0027
H -5.5781 1.3692 1.6232  -0.0023
H -5.0181 3.3868 0.3326  0.0051
H -2.7482 3.7021 -0.5567  -0.0022
H -1.0447 1.9697 -0.2005  0.0037
H 3.1993 -1.4467 1.2007  0.0014
H 5.5802 -0.7460 0.8281  0.0014
C -1.4649 -3.3631 -2.6557  0.0426
N -2.1074 -3.0163 -1.3848  0.5330
C -2.7642 -4.1842 -0.7957  0.0455
N -2.9793 -1.8772 -1.5364  0.2990
H -0.7660 -4.1855 -2.5159  0.0016
H -2.2142 -3.6541 -3.3891  0.0216
H -0.9154 -2.5057 -3.0387  0.0041
H -2.0507 -4.9964 -0.6700  0.0017
H -3.1718 -3.9284 0.1798  0.0042
H -3.5760 -4.5228 -1.4362  0.0229
H -3.2706 -1.6151 -0.6056  0.0147
H -2.3962 -1.1217 -1.8687  0.0130

=====

Entry 2:
Density functional theory data (ωB97M-V/def2-TZVPD) for a structure of composition C20H19F5MnN9Se at a distorted geometry.

Results
Spin multiplicity: 2
Highest occupied orbital energy (alpha / beta) in eV: -5.0 / -5.0
Total charge: -1

Last column: Löwdin spin population.
Element x y z (Å)
Mn 0.2714 -0.1472 0.2880  0.9834
C -0.1507 -2.8874 2.3830  0.0008
C -0.3623 -1.4018 2.2248  0.0030
C 0.6697 -0.5191 2.5677  -0.0048
C 1.9986 -1.0485 3.0452  -0.0007
C 0.4588 0.8841 2.5248  0.0119
C 1.5594 1.8007 2.9953  0.0026
C -0.7378 1.3844 2.0075  -0.0041
C -1.0115 2.8641 1.9515  -0.0011
C -1.7589 0.4887 1.5912  -0.0023
C -2.9894 1.0664 0.9380  -0.0004
C -1.6083 -0.8854 1.7806  -0.0074
C -2.7477 -1.8251 1.4851  -0.0014
H -0.1933 -3.1680 3.4401  0.0004
H 0.8169 -3.1866 1.9887  0.0000
H -0.8794 -3.4606 1.8232  0.0001
H 1.9859 -1.1975 4.1296  -0.0002
H 2.8060 -0.3589 2.8100  0.0000
H 2.2425 -1.9975 2.5786  -0.0001
H 2.3095 1.9274 2.2107  0.0013
H 2.0555 1.3899 3.8739  0.0004
H 1.1805 2.7811 3.2656  0.0001
H -1.6121 3.1555 2.8198  -0.0004
H -1.5518 3.1327 1.0517  -0.0002
H -0.1014 3.4524 1.9389  -0.0001
H -3.6577 0.2988 0.5638  0.0000
H -2.6937 1.6810 0.0866  -0.0001
H -3.5464 1.7066 1.6260  -0.0001
H -2.7044 -2.1856 0.4561  -0.0004
H -3.7075 -1.3419 1.6476  -0.0001
H -2.7107 -2.6956 2.1358  -0.0002
N -1.1552 -0.2097 -2.8458  0.0007
C -0.9277 1.0157 -2.2640  0.0012
N -1.2188 2.1672 -2.8431  0.0013
N -0.7839 3.0936 -1.9624  0.0020
N -0.2671 2.5307 -0.9286  0.0016
N -0.3594 1.1867 -1.0706  -0.0081
C -1.0649 -1.3927 -2.1499  0.0014
N -1.5017 -2.5494 -2.6155  0.0011
N -1.1608 -3.4356 -1.6574  0.0033
N -0.5682 -2.8457 -0.6820  0.0031
N -0.4896 -1.5221 -0.9555  -0.0078
H -1.7079 -0.2196 -3.6856  0.0000
F 1.8503 0.5743 -6.0903  -0.0001
C 2.0695 0.3962 -4.7810  -0.0004
C 2.0809 -0.8779 -4.2458  0.0000
F 1.8711 -1.9312 -5.0437  0.0000
C 2.3078 -1.0513 -2.8912  0.0003
F 2.3171 -2.3043 -2.4297  0.0007
C 2.5177 0.0219 -2.0348  0.0007
Se 2.6671 -0.2139 -0.1425  0.0177
C 2.5285 1.2856 -2.6099  0.0004
F 2.7528 2.3714 -1.8589  0.0007
C 2.3000 1.4849 -3.9599  0.0001
F 2.3125 2.7179 -4.4814  0.0001

=====

Entry 3:
Density functional theory data (ωB97M-V/def2-TZVPD) for the molecule C20H19FN4O5S at a distorted geometry.

Results
Highest occupied orbital energy in eV: -7.7
SMILES string: COc1ccc(OC)c(NC(=O)CSc2nnc(CNC(=O)c3ccccc3F)o2)c1
Total charge: 0

Last column: Löwdin charge in e.
Element x y z (Å)
C -6.3142 -3.6624 -0.9238  -0.0956
H -5.9573 -4.3794 -0.1767  0.0940
O -6.0614 -2.3366 -0.5318  -0.0829
C -4.7671 -1.9476 -0.3530  -0.2732
C -3.6593 -2.7637 -0.5168  -0.0278
C -2.3813 -2.2573 -0.3080  -0.0165
C -2.1933 -0.9420 0.0667  -0.2129
C -3.3217 -0.1128 0.2427  -0.1287
C -4.5887 -0.6160 0.0301  0.0791
H -5.4535 0.0125 0.1542  0.1166
N -3.0623 1.2032 0.6400  0.1462
C -3.9163 2.2470 0.6810  -0.5316
O -5.1002 2.2190 0.4330  0.0750
C -3.2242 3.5530 1.0853  -0.3327
H -2.5478 3.4192 1.9270  0.0829
H -3.9844 4.3009 1.3061  0.0856
S -2.2492 4.2525 -0.2947  1.0423
C -0.7618 3.4300 -0.0362  -0.6674
N -0.4725 2.5692 0.8955  0.0317
N 0.8174 2.2196 0.7089  0.1116
C 1.2501 2.8685 -0.3169  -0.3006
O 0.2909 3.6721 -0.8475  0.0997
C 2.6161 2.8408 -0.8918  -0.0787
N 3.4162 1.8136 -0.2765  0.0895
C 4.1662 0.9806 -1.0383  -0.4323
O 4.2566 1.1104 -2.2432  0.0744
C 4.9462 -0.0653 -0.3077  -0.0626
C 4.5746 -0.6675 0.8893  -0.2113
C 5.3453 -1.6455 1.4902  -0.0056
C 6.5285 -2.0390 0.8905  -0.0698
C 6.9203 -1.4649 -0.3083  -0.0723
C 6.1323 -0.4972 -0.9003  -0.0088
H 6.4129 -0.0479 -1.8407  0.1215
H 7.8384 -1.7752 -0.7825  0.1055
H 7.1376 -2.7976 1.3573  0.1077
H 5.0078 -2.0840 2.4160  0.1196
F 3.4180 -0.3202 1.5018  0.0572
H 3.2526 1.6441 0.7030  0.1249
H 3.0774 3.8305 -0.7559  0.1442
H 2.5769 2.6376 -1.9692  0.1383
H -2.0828 1.3692 0.8685  0.0980
O -0.9814 -0.3389 0.2810  -0.1102
C 0.1787 -1.1334 0.2946  -0.0774
H 0.0886 -1.9600 1.0057  0.1000
H 0.9766 -0.4653 0.6141  0.0623
H 0.4058 -1.5312 -0.7003  0.0993
H -1.5368 -2.9126 -0.4509  0.1056
H -3.7598 -3.7964 -0.8092  0.1003
H -7.3967 -3.7428 -1.0093  0.0917
H -5.8580 -3.8910 -1.8928  0.0944

=====

Entry 4:
Density functional theory data (ωB97M-V/def2-TZVPD) for a structure of composition C20H19IIrN5O3Te4 at a distorted geometry.

Results
Spin multiplicity: 6
Highest occupied orbital energy (alpha / beta) in eV: -7.8 / -10.1
Energy above the lowest of the compared OMol25 structures with the same formula, charge and spin in eV: 1.337
Total charge: +1

Last column: Löwdin spin population.
Element x y z (Å)
Ir 0.3913 -0.1880 0.6859  0.8303
O 2.5024 -3.2133 2.2742  0.0797
C 2.0561 -2.2589 1.6844  0.0388
N 0.7322 -1.9173 1.5028  0.0421
C -0.3741 -2.4427 2.2321  0.1975
O -0.2544 -3.3234 3.1203  0.2367
C -1.5974 -1.7622 1.9766  0.1286
C -2.8206 -2.1742 2.5565  0.0629
C -3.9455 -1.4291 2.3606  0.0477
C -3.8784 -0.2429 1.5897  0.1179
C -2.6717 0.1221 1.0579  0.0119
N -1.5511 -0.6019 1.2227  0.1576
C 3.0023 -1.2546 1.0420  0.0080
C 4.3635 -1.4494 1.0696  0.0086
C 5.1881 -0.4543 0.5626  0.0017
C 4.6180 0.7021 0.0589  0.0062
C 3.2392 0.8205 0.0453  0.0020
N 2.4524 -0.1462 0.5156  0.0117
H -2.8215 -3.0818 3.1429  0.0033
H -4.8853 -1.7393 2.7975  0.0006
H -4.7458 0.3790 1.4263  0.0072
H -2.5735 1.0308 0.4778  -0.0018
H 4.7409 -2.3656 1.5018  0.0004
H 6.2629 -0.5772 0.5720  -0.0002
H 5.2246 1.5077 -0.3299  0.0003
H 2.7354 1.6895 -0.3552  0.0002
Te 0.9683 -2.2618 5.0701  1.1838
Te 3.2769 -1.0673 5.8813  0.3671
Te 2.9427 1.0862 4.2567  0.5802
Te 0.3634 0.6949 3.6643  0.7793
C -1.4409 3.6194 -2.7361  0.0000
N -0.5506 3.2770 -1.6335  -0.0001
C 0.4114 4.2891 -1.2147  0.0000
C -0.5983 2.0915 -1.0715  0.0017
O 0.1554 1.7363 -0.1389  0.0105
H -2.1222 4.4151 -2.4372  0.0000
H -2.0167 2.7459 -3.0338  0.0000
H -0.8491 3.9565 -3.5864  0.0000
H -0.1121 5.2249 -1.0237  0.0000
H 1.1456 4.4476 -2.0055  0.0000
H 0.9089 3.9619 -0.3078  0.0000
H -1.3509 1.4129 -1.4814  0.0002
I 1.4865 0.2959 -3.3034  0.0064
C -0.3283 -0.7047 -2.9787  0.0044
C -1.1927 -0.8360 -4.0579  0.0017
C -2.3568 -1.5622 -3.8654  -0.0005
C -2.5974 -2.1324 -2.6249  0.0014
C -1.6733 -1.9300 -1.6173  0.0038
N -0.5563 -1.2085 -1.7784  0.0583
H -0.9475 -0.4021 -5.0162  0.0004
H -3.0572 -1.6911 -4.6802  -0.0001
H -3.4796 -2.7274 -2.4362  0.0003
H -1.8196 -2.3607 -0.6341  0.0013

=====

Entry 5:
Density functional theory data (ωB97M-V/def2-TZVPD) for a structure of composition C20H19IrN3O3 at a distorted geometry.

Results
Spin multiplicity: 2
Highest occupied orbital energy (alpha / beta) in eV: -14.2 / -14.8
Energy above the lowest of the compared OMol25 structures with the same formula, charge and spin in eV: 1.220
Total charge: +2

Last column: Löwdin spin population.
Element x y z (Å)
Ir -0.2598 -0.4321 -1.6775  0.1205
C -3.0427 -2.4391 -2.3427  0.0013
O -2.2201 -1.7163 -1.4043  0.0330
C -2.4950 -1.8221 -0.0758  0.0729
C -3.6398 -2.4205 0.4158  -0.0073
C -3.8646 -2.4742 1.7828  0.1044
C -2.9350 -1.9413 2.6793  0.0028
C -1.8007 -1.3350 2.2086  0.0575
C -1.5474 -1.2610 0.8216  0.0371
N -0.4096 -0.6799 0.3034  0.1883
N 0.4282 -0.2168 1.1829  -0.0812
C 1.6561 0.1892 1.0003  0.1499
C 2.3324 0.1554 -0.3244  0.0536
O 1.8126 -0.4812 -1.2884  0.0249
C 3.5688 0.8112 -0.4506  -0.0002
C 4.2090 1.3485 0.6305  0.0522
C 3.6562 1.2964 1.9440  0.0091
C 4.3473 1.7982 3.0512  0.0401
C 3.8352 1.6629 4.3293  0.0590
C 2.6101 1.0329 4.5239  0.0021
C 1.9037 0.5372 3.4416  0.0793
C 2.3949 0.6830 2.1391  -0.0119
H -3.0966 -3.4912 -2.0689  0.0001
H -2.5615 -2.3413 -3.3108  0.0000
H -4.0398 -2.0022 -2.3843  0.0009
H -4.3745 -2.8353 -0.2584  -0.0021
H -4.7770 -2.9238 2.1498  0.0048
H -3.1097 -2.0045 3.7440  -0.0014
H -1.0865 -0.8924 2.8810  0.0021
H 3.9989 0.8695 -1.4422  -0.0008
H 5.1814 1.8053 0.4897  0.0018
H 5.2997 2.2897 2.8947  0.0007
H 4.3861 2.0388 5.1803  0.0022
H 2.2044 0.9332 5.5212  -0.0013
H 0.9717 0.0143 3.5895  0.0033
N -0.4842 1.2024 -5.4589  0.0003
C -0.5489 0.9360 -4.1728  0.0010
O -0.3461 -0.2300 -3.7433  0.0059
C -0.8438 2.0109 -3.1689  0.0035
C -1.3446 1.3599 -1.8783  -0.0069
H -0.2461 0.4703 -6.1126  0.0000
H -0.6553 2.1237 -5.8262  0.0000
H -1.5688 2.7315 -3.5542  0.0008
H 0.0919 2.5478 -2.9912  0.0003
H -2.3997 1.0871 -1.9520  -0.0012
H -1.1908 2.0045 -1.0175  -0.0016